7 unconnected molecules or ions with the total composition C31H58Cl12N3O3 at a distorted geometry, computed with the ωB97M-V functional and the def2-TZVPD basis.

For the max |F|, the calculation gives 4.16 eV/A. The value obtained for the HOMO energy (spin up / spin down) is -7.872 / -9.319 eV. The LUMO energy (spin up / spin down) comes out at 0.36 / 0.35 eV. The value obtained for the energy above the lowest of the compared OMol25 structures with the same formula, charge and spin is 0.00 kJ/mol. The multiplicity is 4.

```
107
C31H58Cl12N3O3 (the ωB97M-V functional and the def2-TZVPD basis)
C 3.4525 9.6983 -0.3906
Cl 2.4274 8.3749 0.0958
Cl 5.1453 9.2071 -0.5357
Cl 3.1969 11.0928 0.7345
H 3.1878 10.0380 -1.3837
C 4.4078 5.0156 3.4555
Cl 3.8940 3.3472 2.9133
Cl 5.1651 5.8827 2.1663
Cl 5.5092 4.9127 4.8663
H 3.4583 5.4815 3.6853
C 6.1708 4.5989 -3.3869
Cl 5.8433 4.4787 -1.6228
Cl 5.4630 6.0505 -4.0501
Cl 5.3173 3.2235 -4.1293
H 7.2205 4.4653 -3.6136
C -4.8618 2.3542 -3.7463
Cl -5.7805 0.9346 -4.2963
Cl -3.2060 2.2560 -4.3374
Cl -4.9050 2.4232 -1.9687
H -5.3399 3.2316 -4.1620
C 2.8788 -2.0800 4.3227
C 1.5450 -2.8365 4.4684
C 0.3019 -1.9624 4.1913
C 0.1308 -1.6856 2.6877
C -0.0978 -2.9901 1.9461
C 1.0139 -4.0082 2.1706
N 1.3703 -4.0362 3.6105
O 2.0404 -5.0604 3.9617
C 0.4496 -5.3466 1.6613
C 2.2332 -3.6309 1.2984
C 1.4192 -3.2340 5.9533
H 3.6113 -2.8846 4.2056
H 3.1512 -1.4236 5.1411
H 2.8949 -1.5880 3.3485
H -0.5661 -2.4593 4.6215
H 0.4767 -0.9775 4.6300
H 0.8959 -1.0601 2.2231
H -0.7828 -1.0850 2.6346
H -0.1691 -2.7946 0.8745
H -1.0725 -3.3168 2.3176
H -0.1757 -5.8357 2.4048
H 0.1124 -5.2087 0.6370
H 1.3163 -6.0133 1.5960
H 1.8461 -3.6145 0.2807
H 2.6573 -2.6958 1.6489
H 2.9034 -4.4813 1.4247
H 0.4742 -3.7375 6.1662
H 1.4707 -2.3067 6.5258
H 2.1762 -3.8993 6.3681
C -5.9786 -3.7878 0.3534
C -4.5673 -3.8225 -0.2331
C -4.6511 -4.9593 -1.2706
C -3.5793 -4.9133 -2.3582
C -3.5475 -3.5757 -3.0172
C -3.2688 -2.4311 -2.0099
N -4.2176 -2.5589 -0.8993
O -4.4573 -1.5051 -0.2402
C -1.7764 -2.6382 -1.6260
C -3.3841 -1.1551 -2.8349
C -3.5624 -4.2267 0.8319
H -6.1021 -4.8125 0.7145
H -6.6353 -3.3969 -0.4174
H -6.0768 -3.2803 1.3151
H -4.6971 -5.9668 -0.8442
H -5.6135 -5.0524 -1.7898
H -3.8894 -5.6586 -3.0981
H -2.5989 -5.2560 -2.0239
H -4.4570 -3.3457 -3.5799
H -2.7538 -3.5776 -3.7694
H -1.4778 -1.9438 -0.8327
H -1.4027 -3.6197 -1.3453
H -1.1780 -2.2741 -2.4647
H -2.6799 -1.1447 -3.6580
H -4.4241 -1.0882 -3.1617
H -3.3255 -0.3324 -2.1182
H -2.5237 -4.2297 0.4923
H -3.7244 -5.2261 1.2355
H -3.5418 -3.5214 1.6668
C 2.6749 3.9457 -0.1597
C 1.3866 4.1579 -0.9998
C 1.8383 3.9570 -2.4822
C 1.7567 2.5196 -3.0482
C 0.4928 1.8086 -2.5285
C 0.2852 1.8987 -1.0366
N 0.2956 3.2780 -0.5836
O -0.1413 3.4778 0.5900
C -1.1574 1.3422 -0.9421
C 1.1422 0.8208 -0.3419
C 1.0284 5.6584 -0.9159
H 2.3501 4.0650 0.8743
H 3.4967 4.6452 -0.2852
H 3.0717 2.9478 -0.3446
H 1.4435 4.7133 -3.1706
H 2.8784 4.2825 -2.6016
H 2.6682 1.9936 -2.7550
H 1.6710 2.5453 -4.1345
H 0.7017 0.8117 -2.9220
H -0.3052 2.2707 -3.1111
H -1.7775 1.6556 -0.1016
H -1.8166 1.6033 -1.7784
H -1.1618 0.2568 -1.0441
H 0.9209 -0.2121 -0.5819
H 2.1846 1.1298 -0.4626
H 1.0559 0.9243 0.7461
H -0.0073 5.8377 -1.2033
H 1.6763 6.3333 -1.4640
H 1.1674 5.8177 0.1575
```